This record from OMol25 describes a structure of composition C29H37NPSTeTl. The level of theory is ωB97M-V/def2-TZVPD.

Last column: Löwdin charge in e.
Positions of all 71 atoms, in Å:
Tl 0.6719 0.9227 -0.4004  0.59
Te 4.1203 0.4083 -1.4855  1.01
S -3.4404 3.8950 0.4448  1.06
P 0.7640 0.4911 2.6371  0.86
N -1.7988 2.1354 -0.4725  -0.02
C 6.1815 0.0974 -1.9048  -0.49
C -0.1208 -0.6861 3.7465  -0.41
C -0.4096 -1.1501 -0.5420  -0.30
C -0.5510 -0.9293 -3.0311  -0.09
C -1.0590 -4.1471 -1.3211  -0.02
C -0.9550 -6.4257 -0.5282  -0.10
C 1.0413 1.9549 3.7124  -0.42
C 4.3754 2.4789 -1.1088  -0.49
C -1.6131 -0.7785 3.4224  -0.16
C -2.0717 3.0077 -1.5248  -0.32
C 3.1742 -0.5163 3.8537  -0.14
C -0.1102 -2.2650 0.1206  -0.12
C -1.5636 2.8853 -2.8186  -0.01
C -2.5819 -0.9533 -1.7627  -0.06
C -0.0789 -4.6318 0.8062  -0.06
C -2.4519 2.4855 0.5793  -0.46
C -0.2638 2.6682 4.0610  -0.15
C -1.1864 -1.0584 -1.7891  -0.35
C 2.4518 -0.2320 2.5389  -0.43
C -1.3132 -5.4992 -1.5001  -0.08
C -2.6658 -0.6271 -4.1522  -0.11
C -2.9473 4.0463 -1.2064  -0.47
C -1.2821 -0.7278 -4.1958  -0.10
C -2.7955 4.8796 -3.4253  -0.08
C -0.3328 -5.9842 0.6310  -0.09
C -1.9288 3.8259 -3.7558  -0.07
C -3.3181 5.0009 -2.1549  -0.09
C -3.3094 -0.7429 -2.9243  -0.09
C -0.4373 -3.6875 -0.1573  -0.20
H 4.7813 2.9587 -1.9960  0.00
H 0.0408 -0.3940 4.7880  0.08
H 1.6990 2.6301 3.1582  0.08
H 0.4113 -4.2912 1.7122  0.10
H -0.7629 -0.6492 -5.1435  0.10
H -4.3894 -0.6717 -2.8716  0.10
H -2.1024 -1.5470 4.0227  0.07
H -3.2352 -0.4606 -5.0572  0.09
H -0.8089 2.9522 3.1580  0.05
H -0.0426 -6.6916 1.3977  0.10
H -3.9993 5.8036 -1.9070  0.11
H -3.0653 5.6045 -4.1820  0.10
H -1.5480 3.7476 -4.7655  0.11
H 0.5293 -1.0208 -3.0835  0.11
H -3.0926 -1.0390 -0.8102  0.12
H -0.0794 3.5778 4.6336  0.07
H 3.4330 0.4028 4.3798  0.06
H 5.0419 2.6146 -0.2604  0.00
H -2.1218 0.1681 3.6206  0.05
H -1.1561 -7.4791 -0.6750  0.10
H 2.5704 -1.1272 4.5272  0.06
H -1.7950 -5.8314 -2.4114  0.10
H 0.4665 -2.1638 1.0438  0.06
H -2.3989 1.9364 1.5110  0.07
H 6.3214 -0.9579 -2.1293  -0.01
H 6.4708 0.6941 -2.7661  -0.01
H 0.3455 -1.6656 3.6123  0.07
H 3.3942 2.8898 -0.8826  -0.04
H -0.9169 2.0309 4.6602  0.06
H 2.3469 -1.1501 1.9529  0.07
H 3.0455 0.4382 1.9102  0.05
H 6.7753 0.3654 -1.0346  -0.01
H -0.9194 2.0519 -3.0690  0.10
H -1.7617 -1.0216 2.3686  0.05
H 4.1043 -1.0562 3.6692  0.07
H -1.3443 -3.4492 -2.0963  0.10
H 1.5685 1.6595 4.6228  0.07

Results
- Total charge: 0
- LUMO: 0.3 eV
- Calculated total energy: -2361.9870 hartree
- Kohn-Sham gap: 0.2568 Eh